Entry 1:
C2H34F6LiNO21S2 as an isolated structure, computed with wB97M-V/def2-TZVPD.

XYZ file:
```
67
Properties=species:S:1:pos:R:3:forces:R:3:lowdin_charge:R:1
Li -0.2706 0.2170 0.1299 1.083 0.154 0.702 0.61
C -1.3313 2.7740 -2.0934 -1.138 -0.878 1.982 -0.67
F -1.2342 3.0726 -0.7831 0.569 -0.437 0.118 0.11
F -1.8627 3.8326 -2.6211 -1.023 0.548 -1.271 0.19
F -0.1549 2.5914 -2.6390 0.578 -0.537 -0.114 0.17
S -2.5323 1.2261 -2.2030 0.519 3.580 -2.068 0.73
O -3.8310 1.7860 -1.8506 1.860 -1.050 0.700 -0.26
O -2.4215 0.8732 -3.5933 0.640 -0.678 0.710 -0.27
N -1.6984 0.0593 -1.1200 -1.978 2.250 -2.263 -0.35
S -2.9739 -0.8390 -0.9809 -2.861 -4.209 2.638 0.55
O -3.9434 -0.2766 -0.0701 0.356 -0.187 0.181 -0.30
O -3.5333 -1.4216 -2.1892 1.200 0.584 0.804 -0.26
C -2.3020 -2.3894 0.0555 0.663 0.086 -1.404 -0.51
F -1.4363 -3.0686 -0.7688 -0.415 0.801 1.224 0.08
F -1.6231 -1.9801 1.1998 -1.234 -0.917 -1.663 0.08
F -3.2957 -3.2647 0.3174 1.017 1.448 0.387 0.13
O 0.3165 -0.7784 -2.7627 0.548 -0.433 -0.953 -0.05
H -0.4239 -0.4845 -2.2321 -0.369 0.008 0.128 -0.05
H 0.9063 -1.2012 -2.1385 0.239 0.129 0.445 0.00
O -3.8977 2.5999 1.1907 0.002 0.205 0.084 -0.03
H -3.8145 1.6465 1.1692 0.067 -0.569 -0.269 0.03
H -4.7685 2.7729 0.8329 -0.153 0.095 -0.170 0.07
O 3.5468 -1.3957 -1.1893 0.341 0.281 0.424 -0.03
H 4.1238 -0.7779 -1.6383 0.090 0.232 -0.075 0.06
H 3.2577 -1.9966 -1.8760 -0.284 -0.419 -0.501 0.00
O 2.9843 -2.5900 1.9418 0.411 0.227 0.164 -0.05
H 2.3536 -2.4760 2.6527 -0.365 0.145 0.348 -0.01
H 2.6632 -3.3494 1.4555 0.030 -0.341 -0.417 -0.01
O 1.6657 4.4526 -0.4476 -0.235 -0.165 0.090 -0.03
H 2.5612 4.1265 -0.3591 0.352 -0.026 0.121 0.05
H 1.6510 4.8850 -1.3014 -0.057 0.220 -0.270 0.05
O 1.0619 1.5949 -0.3389 -0.401 -0.453 -0.589 -0.10
H 1.0100 2.4798 -0.7001 -0.153 0.381 -0.045 0.00
H 1.7653 1.6408 0.3086 0.352 -0.202 0.727 -0.01
O 1.1415 -1.3409 0.0369 -1.339 0.325 -0.154 -0.09
H 2.0704 -1.1882 -0.1367 0.846 0.184 -0.126 0.00
H 1.1002 -2.2473 0.3418 -0.058 -0.276 0.241 0.02
O -0.4276 0.6625 2.0370 -0.213 -0.188 -0.618 -0.08
H 0.0133 1.4132 2.4349 -0.046 0.225 0.051 0.02
H -0.5562 0.0487 2.7601 -0.198 -0.239 0.122 0.01
O 1.9254 -4.3095 -0.1683 -0.151 0.006 0.445 -0.03
H 2.1369 -5.2430 -0.1653 -0.004 -0.256 0.079 0.06
H 1.9953 -4.0506 -1.0872 0.174 0.190 -0.569 0.01
O 0.9698 1.5555 4.2705 0.220 0.090 -0.087 -0.02
H 0.8735 1.0056 5.0480 -0.017 -0.292 0.185 0.05
H 1.0252 2.4477 4.6130 0.036 0.423 0.047 0.08
O 2.2262 -3.2141 -2.9823 0.190 -0.215 0.462 -0.02
H 1.2921 -3.0513 -3.1133 -0.563 0.296 -0.182 0.06
H 2.5584 -3.4220 -3.8557 0.186 -0.038 -0.266 0.08
O -2.3316 3.3691 3.1901 0.803 0.136 0.997 -0.07
H -1.8375 4.1488 2.9368 0.095 0.179 -0.021 0.03
H -2.8882 3.1816 2.4343 -0.636 -0.230 -0.618 -0.04
O -1.3314 -0.2473 4.7211 0.395 -0.227 0.057 -0.03
H -1.7901 -0.5904 5.4880 -0.249 -0.281 0.142 0.07
H -1.3584 0.7032 4.8306 -0.181 0.536 -0.236 0.05
O -1.8110 -1.5067 -5.1940 0.335 -0.343 -0.324 -0.06
H -2.0139 -1.2284 -4.3009 -0.093 0.233 0.279 -0.03
H -2.6643 -1.6830 -5.5902 -0.200 -0.001 -0.053 0.03
O 2.0502 0.2337 -4.7611 0.660 0.044 -0.460 -0.06
H 1.2865 -0.1461 -4.3266 -0.530 -0.179 0.414 -0.02
H 2.1069 1.1233 -4.4125 -0.053 0.140 0.068 0.02
O 2.6657 1.5406 1.8082 0.436 0.302 -0.146 -0.02
H 3.4647 1.0161 1.7558 0.258 -0.250 -0.101 0.07
H 2.2938 1.3266 2.6638 -0.377 -0.107 0.423 0.02
O 1.1356 -1.8635 4.2259 0.331 -0.231 -0.127 -0.03
H 1.8118 -1.4437 4.7576 0.290 -0.015 0.152 0.05
H 0.3488 -1.3413 4.3822 -0.595 0.190 0.022 -0.01
```
Forces are in eV/Å.

HOMO energy ... -10.166 eV
Strongest force on any atom ... 5.7 eV/Å
Relative energy (zero: lowest compared OMol25 entry of this formula, charge and spin) ... 0.3263 eV
Net charge ... 0



Entry 2:
C37H42N4OPSc as an isolated structure, computed with wB97M-V/def2-TZVPD.

XYZ file:
```
86
Properties=species:S:1:pos:R:3:forces:R:3:lowdin_charge:R:1
Sc -0.1763 -0.4172 -0.0124 0.416 0.458 -0.055 0.94
C -2.7629 -1.7129 1.4519 -0.068 0.023 -0.018 -0.04
C -3.3524 -0.3078 1.4501 0.022 0.030 -0.017 -0.37
C -2.8165 0.5569 2.5872 -0.033 -0.033 -0.020 -0.03
C -3.2037 0.3650 0.0784 -0.057 -0.056 -0.006 -0.25
C -4.1618 1.5412 -0.1110 -0.008 -0.084 -0.004 -0.03
O -3.2998 2.6363 -0.4587 0.005 0.058 -0.026 0.04
C -2.0398 2.2393 -0.4490 -0.097 -0.085 0.031 -0.27
N -1.8555 0.9813 -0.1540 -0.033 0.088 -0.104 0.04
C -1.0999 3.3394 -0.7885 0.079 0.104 0.006 -0.10
C -1.7042 4.5851 -1.0139 -0.041 -0.036 0.026 0.01
C -0.9636 5.7016 -1.3522 0.049 0.035 -0.011 -0.02
C 0.4113 5.6064 -1.4831 -0.040 0.007 0.006 -0.02
C 1.0256 4.3848 -1.2684 0.028 -0.028 -0.011 -0.07
C 0.2992 3.2512 -0.9165 -0.084 -0.092 0.022 -0.28
P 1.2817 1.7301 -0.7514 -0.005 -0.062 -0.151 1.07
C 2.0966 1.5568 -2.3600 -0.028 -0.036 0.053 -0.36
C 1.3658 0.9416 -3.3769 0.065 0.037 0.081 -0.09
C 1.9098 0.8184 -4.6438 -0.057 -0.027 -0.020 -0.05
C 3.1871 1.2996 -4.8971 0.030 0.013 0.008 -0.05
C 3.9172 1.9122 -3.8878 -0.005 0.002 -0.016 -0.05
C 3.3747 2.0457 -2.6183 -0.025 0.006 0.027 -0.08
C 2.5649 2.0974 0.4761 -0.058 0.024 0.056 -0.39
C 2.4113 3.1264 1.4035 -0.010 0.009 -0.010 -0.10
C 3.3463 3.2972 2.4156 0.001 0.007 0.014 -0.05
C 4.4353 2.4433 2.5109 -0.013 -0.002 -0.019 -0.05
C 4.5936 1.4163 1.5882 0.013 0.002 0.003 -0.05
C 3.6626 1.2395 0.5780 -0.008 -0.016 -0.010 -0.10
H -2.8633 -2.1799 2.4318 0.021 0.005 0.004 0.11
H -1.6838 -1.7363 1.2377 0.059 -0.049 0.024 0.03
H -3.2546 -2.3507 0.7181 0.026 -0.020 -0.004 0.09
H -4.4310 -0.4315 1.5895 -0.005 0.016 0.010 0.16
H -1.7293 0.6542 2.5409 0.004 0.000 0.017 0.06
H -3.0657 0.1113 3.5496 0.005 0.009 0.004 0.10
H -3.2403 1.5625 2.5727 0.008 0.004 0.001 0.09
H -3.3703 -0.3854 -0.7001 0.011 -0.004 -0.003 0.14
H -4.6947 1.8114 0.7990 0.004 0.010 0.005 0.14
H -4.8733 1.3995 -0.9201 0.009 0.023 -0.013 0.15
H -2.7738 4.6848 -0.9264 0.003 -0.012 0.004 0.13
H -1.4682 6.6432 -1.5189 0.005 0.001 -0.001 0.13
H 1.0016 6.4706 -1.7559 0.002 -0.002 0.000 0.13
H 2.0997 4.3050 -1.3833 -0.005 0.015 -0.005 0.12
H 0.3691 0.5620 -3.1765 0.013 -0.008 -0.029 0.08
H 1.3414 0.3426 -5.4320 0.000 0.002 0.000 0.12
H 3.6154 1.1975 -5.8851 -0.002 0.001 0.000 0.12
H 4.9103 2.2902 -4.0899 0.000 -0.001 0.003 0.12
H 3.9472 2.5283 -1.8360 0.019 -0.008 -0.004 0.11
H 1.5706 3.8059 1.3360 0.008 -0.009 0.011 0.11
H 3.2272 4.1079 3.1221 0.003 -0.003 0.002 0.12
H 5.1684 2.5854 3.2936 0.001 0.001 0.000 0.12
H 5.4512 0.7593 1.6474 0.002 0.003 0.005 0.12
H 3.8109 0.4466 -0.1465 -0.006 0.009 0.000 0.10
C 0.7205 -3.3847 1.9914 -0.013 0.008 0.010 0.03
C 0.9692 -2.0131 2.5103 0.024 0.042 -0.020 -0.33
N 0.6525 -0.8479 1.9371 0.154 -0.146 0.324 -0.01
C 1.0429 0.1519 2.8261 -0.052 0.019 -0.005 -0.12
C 1.5931 -0.4145 3.9202 -0.002 -0.009 -0.002 -0.03
N 1.5370 -1.7731 3.6985 0.017 -0.014 0.027 0.14
H 0.6802 -3.3910 0.9042 0.017 0.009 -0.003 0.06
H -0.2243 -3.7734 2.3775 -0.002 0.011 0.002 0.10
H 1.5144 -4.0584 2.3111 -0.004 -0.009 -0.008 0.10
H 0.9111 1.1985 2.6107 0.017 0.003 -0.009 0.10
H 2.0153 0.0112 4.8126 0.000 0.000 -0.001 0.13
H 1.8689 -2.4877 4.3280 -0.001 0.007 0.005 0.18
C -1.7879 -3.5333 -4.4874 -0.017 0.050 0.055 -0.08
N -2.1665 -2.7490 -3.3197 0.029 0.022 -0.034 -0.25
C -1.8768 -1.3458 -3.5226 -0.006 -0.083 0.022 -0.10
C -1.6444 -3.2877 -2.0701 -0.025 0.015 -0.020 -0.16
C -0.1480 -3.1438 -1.8712 -0.117 0.006 -0.013 -0.23
C 0.7196 -4.1137 -2.3518 0.135 -0.005 -0.029 -0.02
C 2.1009 -3.9590 -2.2380 -0.069 0.005 -0.003 -0.04
C 2.6316 -2.8258 -1.6441 0.027 -0.015 -0.021 -0.06
C 1.7574 -1.8648 -1.1480 -0.126 0.127 0.075 -0.17
C 0.3680 -2.0009 -1.2393 -0.162 -0.343 -0.301 -0.24
H -2.3340 -3.1664 -5.3556 0.000 -0.004 -0.005 0.09
H -2.0600 -4.5770 -4.3330 0.007 -0.007 -0.006 0.09
H -0.7124 -3.4741 -4.7105 -0.002 -0.025 -0.027 0.09
H -2.4372 -0.9856 -4.3851 0.015 0.022 -0.012 0.10
H -0.8067 -1.1454 -3.6947 -0.039 0.001 -0.024 0.07
H -2.1977 -0.7646 -2.6498 0.003 0.001 0.016 0.06
H -1.9318 -4.3401 -2.0292 0.012 -0.001 0.034 0.13
H -2.1608 -2.7776 -1.2481 0.002 0.015 -0.009 0.09
H 0.3248 -5.0071 -2.8216 -0.015 0.002 0.015 0.12
H 2.7601 -4.7276 -2.6196 0.003 0.001 0.005 0.12
H 3.7034 -2.6971 -1.5687 -0.001 0.015 0.000 0.11
H 2.2065 -0.9736 -0.6896 -0.033 -0.049 0.100 0.06
```
Forces are in eV/Å.

HOMO energy ... -12.907 eV
Strongest force on any atom ... 0.6 eV/Å
Relative energy (zero: lowest compared OMol25 entry of this formula, charge and spin) ... 0.0000 eV
Net charge ... +2



Entry 3:
C4H7NO as an isolated structure, computed with wB97M-V/def2-TZVPD.

XYZ file:
```
13
Properties=species:S:1:pos:R:3:forces:R:3:lowdin_charge:R:1
C -0.1102 -0.0818 -0.5248 -5.049 -0.725 -2.311 -0.34
C 1.0340 -0.1211 0.3765 -0.159 -2.258 2.848 -0.19
C 0.5620 1.2073 -0.1052 1.349 -1.238 -1.647 -0.11
C -1.5985 -0.4777 -0.0316 -0.345 -1.050 3.880 -0.08
N -3.4602 -0.4348 -0.2925 1.580 1.384 -0.117 0.00
O -3.9659 0.5075 0.1686 0.451 -0.798 -0.408 -0.01
H 0.8909 -0.5536 1.4543 -0.123 1.336 -1.937 0.14
H 1.9499 -0.5025 0.0252 0.986 -0.307 -0.670 0.08
H 1.2792 1.5259 -0.9070 -1.046 0.665 1.143 0.12
H 0.1654 1.8043 0.6720 -0.530 1.019 0.028 0.09
H -1.7132 -0.1362 1.0447 0.112 0.299 -1.006 0.07
H -0.2800 -0.4578 -1.5928 1.969 0.892 1.192 0.14
H -1.7355 -1.5814 0.1928 0.805 0.782 -0.994 0.07
```
Forces are in eV/Å.

HOMO energy ... -8.576 eV
Strongest force on any atom ... 5.6 eV/Å
Relative energy (zero: lowest compared OMol25 entry of this formula, charge and spin) ... 6.5821 eV
Net charge ... 0



The highest strongest force on any atom belongs to which entry?
C2H34F6LiNO21S2